Entry 1:
Computed, not measured: C11H17BN6Zr as an isolated structure at a distorted geometry, with wB97M-V/def2-TZVPD.

XYZ file:
```
36
Properties=species:S:1:pos:R:3:forces:R:3
H -0.130 3.137 2.177 0.11 0.17 -0.28
N 0.184 1.803 0.569 0.10 0.67 -0.60
B 0.606 0.754 -1.773 -0.26 0.06 -1.02
N 0.520 1.941 -0.743 0.25 1.10 -0.92
C 0.671 3.261 -1.014 -0.18 -1.35 0.30
Zr -0.103 -0.001 1.363 0.45 -2.11 -0.03
H 0.936 3.579 -2.021 -0.07 -0.10 0.35
C 0.426 3.994 0.148 -0.33 -0.47 1.11
H 0.466 5.075 0.272 -0.03 -0.44 -0.02
C 0.122 3.032 1.123 0.26 1.76 -0.30
H 1.089 1.212 -2.787 -0.15 -0.23 0.43
C -2.272 -2.838 2.936 1.62 -1.58 -0.66
H -2.545 -3.200 3.936 -0.22 0.35 -0.37
H -1.235 -3.352 2.747 -1.47 1.51 0.28
H -2.901 -3.272 2.145 -0.10 0.25 0.51
N -0.784 0.173 -2.081 0.40 0.45 -0.48
N 1.551 -0.330 -1.196 0.66 0.02 -0.94
N -1.601 -0.337 -1.120 0.40 0.20 0.65
N 1.431 -0.787 0.074 -0.70 0.32 0.53
C -1.401 0.162 -3.300 -0.27 -0.22 0.69
C 2.565 -0.980 -1.823 -0.86 0.44 0.75
H -0.887 0.530 -4.189 -0.22 -0.15 0.39
H 2.812 -0.743 -2.857 -0.09 -0.08 0.38
C -2.673 -0.374 -3.130 0.47 0.02 0.51
C 3.123 -1.892 -0.928 -0.47 0.02 0.95
C -2.739 -0.666 -1.746 -0.29 -0.12 -0.09
C 2.377 -1.728 0.255 1.19 -0.83 -0.43
H -3.433 -0.539 -3.894 0.33 0.06 0.42
H 3.957 -2.569 -1.103 -0.37 0.27 0.12
H -3.561 -1.108 -1.179 0.34 0.20 -0.31
H 2.479 -2.222 1.221 0.05 0.09 -0.38
H -2.344 -1.735 2.893 0.35 -0.25 0.07
C 0.724 0.005 3.499 -0.77 -0.06 -1.45
H 0.067 0.620 4.147 0.33 -0.30 -0.11
H 1.747 0.432 3.496 -0.42 -0.15 -0.01
H 0.756 -1.035 3.884 -0.02 0.48 -0.04
```
Positions in Å, forces in eV/Å.

Strongest force on any atom, Eh/bohr: 0.0459
HOMO-LUMO gap, eV: 6.39
Relative energy (zero: lowest compared OMol25 entry of this formula, charge and spin), kcal per mole: 0.0
LUMO energy, eV: -9.04
Net charge: +2

Entry 2:
Computed, not measured: C11H17F3MnO3 as an isolated structure at a distorted geometry, with wB97M-V/def2-TZVPD.

XYZ file:
```
35
Properties=species:S:1:pos:R:3:forces:R:3
C -1.666 2.513 2.961 0.19 0.46 -0.74
O -1.475 1.383 3.847 -0.75 -0.20 -1.26
C -2.105 0.185 3.352 -0.27 -0.96 0.09
C -1.792 -0.164 1.815 -0.06 -0.97 0.29
C -0.234 -0.540 1.690 0.34 -0.94 -0.65
C 0.020 -1.494 0.396 -1.09 2.64 -0.55
C 0.230 -0.592 -0.978 0.50 -0.78 -0.97
C -1.040 0.284 -1.451 0.03 -0.60 0.06
C 1.638 0.228 -1.081 -1.12 0.18 -0.88
C 2.433 -0.493 -2.315 0.59 0.80 1.03
C 2.487 0.239 -3.741 0.02 0.82 -2.47
F 2.505 1.660 -3.583 0.05 -4.09 -0.18
F 1.369 -0.100 -4.559 3.13 0.83 2.55
F 3.690 -0.192 -4.377 -3.53 1.33 1.79
O 1.909 -1.878 -2.321 -0.02 1.00 0.14
C 0.472 -1.764 -2.085 -5.41 0.03 -0.45
O -0.490 -2.381 -2.555 5.52 1.92 1.59
H -2.740 2.548 2.528 1.71 0.01 0.75
H -1.423 3.500 3.491 -0.49 -1.72 -0.48
H -0.896 2.430 2.094 -1.30 0.19 1.09
H -1.688 -0.697 3.977 -0.62 1.56 -0.90
H -3.250 0.158 3.522 1.72 0.43 -0.39
H -2.157 0.615 1.062 0.75 -0.98 1.25
H -2.385 -1.131 1.575 0.87 1.51 0.48
H 0.095 -1.170 2.601 -0.59 1.30 -1.27
H 0.445 0.373 1.556 -0.94 -1.06 0.56
H -0.883 -2.180 0.201 1.76 0.56 0.31
H 0.989 -2.127 0.522 -1.18 -0.46 0.47
H -0.888 0.515 -2.560 -0.31 -0.20 1.55
H -1.180 1.248 -0.855 0.39 -1.45 -0.78
H -1.963 -0.390 -1.335 1.36 1.12 -0.26
H 1.614 1.367 -1.207 -0.12 -1.68 0.34
H 2.245 0.076 -0.077 -0.72 2.46 -0.76
H 3.529 -0.494 -1.967 -0.96 -0.39 -1.08
Mn 2.583 -1.534 -0.140 0.55 -2.65 -0.29
```
Positions in Å, forces in eV/Å.

Strongest force on any atom, Eh/bohr: 0.1178
Multiplicity: 6
HOMO-LUMO gap (spin up / spin down), eV: 4.29 / 4.06
LUMO energy (spin up / spin down), eV: -10.88 / -11.11
Net charge: +2

Entry 3:
Computed, not measured: an isolated ion of composition C11H17IN3 and charge +1 at a distorted geometry, with wB97M-V/def2-TZVPD.

XYZ file:
```
32
Properties=species:S:1:pos:R:3:forces:R:3
C -3.337 -2.169 -1.731 2.35 1.78 -0.53
C -1.220 -1.971 -2.300 -4.93 -0.65 1.89
C -2.259 -2.904 -2.256 2.32 1.95 -0.02
C 0.328 0.537 -1.664 2.05 1.66 0.27
C 1.094 1.271 -0.495 1.86 0.36 0.01
C 2.247 -0.368 1.178 2.31 -0.98 0.30
C 1.756 0.820 2.006 -2.05 -2.43 -0.08
C -1.013 0.271 -1.291 -0.82 -2.22 1.53
C 1.117 0.332 0.692 -3.76 2.78 -0.28
C 2.455 2.119 2.019 -1.02 0.96 1.82
C -1.239 0.506 1.630 0.53 3.04 -0.40
N -3.058 -0.934 -1.468 -0.36 0.99 1.34
N -1.722 -0.769 -1.678 0.94 -3.33 -2.80
N -0.309 -0.165 0.777 1.83 -0.93 -1.10
I -2.305 -4.904 -2.587 0.15 -0.33 -0.28
H -4.268 -2.504 -1.619 -3.68 -1.19 0.52
H -0.272 -2.187 -2.514 3.74 -0.22 -0.85
H 0.195 1.308 -2.390 0.16 0.68 -1.18
H 0.878 -0.287 -2.137 -0.18 0.21 0.45
H 2.169 1.539 -0.744 -1.32 -0.55 -0.36
H 0.715 2.281 -0.146 -0.39 -1.21 -0.84
H 3.180 -0.355 0.607 -0.22 0.74 0.05
H 2.197 -1.371 1.526 -0.60 -0.69 0.76
H 1.045 0.452 2.814 1.51 0.91 -0.54
H -1.677 0.963 -0.895 -0.71 1.89 0.76
H 2.927 2.156 1.084 1.19 0.69 -1.04
H 3.146 2.208 2.862 0.22 -0.14 -0.36
H 1.771 3.003 2.142 0.39 -0.86 -0.33
H -2.272 0.392 1.319 -0.11 -0.29 -0.11
H -1.110 0.220 2.638 -0.14 -0.26 1.25
H -0.978 1.623 1.557 -0.61 -1.45 0.26
H -0.178 -1.115 1.063 -0.64 -0.91 -0.10
```
Positions in Å, forces in eV/Å.

Strongest force on any atom, Eh/bohr: 0.1035
HOMO-LUMO gap, eV: 7.99
Relative energy (zero: lowest compared OMol25 entry of this formula, charge and spin), kcal per mole: 44.7
SMILES: CN[C@]1(CC/C=[N+]2\C=C(I)C=N2)C[C@H]1C
LUMO energy, eV: -4.38
Net charge: +1

Entry 4:
Computed, not measured: an isolated ion of composition C11H17N3 and charge +2 at a distorted geometry, with wB97M-V/def2-TZVPD.

XYZ file:
```
31
Properties=species:S:1:pos:R:3:forces:R:3
C 0.725 0.995 0.268 -0.09 0.94 -0.77
C -2.674 -0.577 -0.590 4.16 -0.82 -1.64
C 0.130 -0.078 -0.193 -0.41 -1.22 -0.04
C -0.399 -0.802 -1.387 -2.44 1.60 2.30
C 0.818 1.311 1.698 0.38 -0.70 1.34
C 1.303 -0.446 -2.801 2.58 1.94 -0.37
C -1.761 -0.318 -1.856 -1.10 0.52 0.19
C -0.621 -1.312 0.086 -2.16 2.05 -1.82
C 1.764 0.353 2.461 -1.26 -0.36 1.63
C 0.318 -2.633 -2.820 -2.66 -0.86 -1.94
C -0.161 2.537 3.586 -0.53 0.72 1.05
N -2.036 -1.078 0.375 0.57 0.02 0.71
N 0.452 -1.261 -2.368 1.67 -1.20 -0.68
N 0.060 2.242 2.209 0.78 -1.12 -1.78
H 1.099 1.727 -0.437 0.03 0.26 0.01
H -3.610 -0.211 -0.443 -2.87 0.74 -0.01
H 2.198 -0.809 -3.333 -0.86 0.22 -0.36
H 1.274 0.660 -2.515 -0.09 -1.85 -0.34
H -2.049 -0.652 -2.883 -0.09 -0.25 1.03
H -1.726 0.766 -1.949 -0.04 0.24 -0.13
H -0.317 -2.229 0.410 1.53 -2.10 1.14
H 1.779 -0.575 1.891 -0.05 0.07 -0.07
H 1.403 0.042 3.520 0.57 0.95 -1.71
H 2.826 0.658 2.524 -0.66 0.43 -0.08
H -0.804 -2.680 -3.163 2.13 -0.10 0.23
H 0.349 -3.348 -2.038 0.32 -0.31 1.17
H 0.988 -2.992 -3.631 -0.37 0.95 0.48
H -1.238 2.591 3.696 -0.20 0.26 0.18
H 0.168 1.793 4.290 0.51 -0.35 -0.13
H 0.276 3.506 3.811 0.01 0.08 0.19
H -0.533 2.821 1.581 0.63 -0.75 0.24
```
Positions in Å, forces in eV/Å.

Strongest force on any atom, Eh/bohr: 0.0884
HOMO-LUMO gap, eV: 9.04
Relative energy (zero: lowest compared OMol25 entry of this formula, charge and spin), kcal per mole: 0.0
SMILES: C=[N+](C)[C@@]12CC=N[C@@H]1/C2=C\C(C)=[NH+]\C
LUMO energy, eV: -7.69
Net charge: +2

Entry 5:
Computed, not measured: a 2-piece molecular cluster, C11H17N4 overall at a distorted geometry, with wB97M-V/def2-TZVPD.

XYZ file:
```
32
Properties=species:S:1:pos:R:3:forces:R:3
C 2.420 0.603 2.008 -0.33 -0.77 0.22
C 1.780 0.686 0.667 0.36 0.15 -0.74
C 2.070 1.606 -0.308 -0.31 -0.75 -0.31
C 1.070 -0.408 0.003 0.21 1.44 -0.42
C 0.913 0.003 -1.359 -0.21 -0.87 0.21
C 0.622 -1.667 0.369 -1.05 -1.71 -0.47
C 0.311 -0.820 -2.310 -0.10 0.20 -0.58
C 0.089 -2.523 -0.614 0.94 0.75 -0.56
C -0.030 -2.117 -1.959 0.71 0.33 0.62
N 1.542 1.200 -1.521 0.04 0.91 0.48
H 2.225 -0.425 2.324 0.39 0.10 0.42
H 2.036 1.255 2.786 -0.23 0.25 0.01
H 2.753 2.435 -0.346 -0.06 0.26 0.46
H 1.583 1.813 -2.320 -0.14 -0.51 -0.18
H 0.606 -2.113 1.362 0.50 0.58 0.12
H 0.168 -0.455 -3.330 0.25 -0.24 0.18
H -0.134 -3.553 -0.413 -0.12 -0.23 0.45
H -0.191 -2.852 -2.734 -0.63 0.05 -0.01
H 3.490 0.767 1.952 0.16 -0.06 0.01
C -2.732 -1.154 0.191 0.44 0.69 0.76
C -1.728 0.956 0.908 -0.44 0.74 1.19
N -2.281 -0.190 1.218 -0.02 0.20 -1.02
N -1.700 1.498 -0.322 0.25 -1.16 1.07
N -1.250 1.785 1.899 0.46 0.16 0.01
H -2.220 -0.466 2.182 0.07 -0.23 0.04
H -1.457 0.850 -1.060 0.03 0.46 -0.44
H -1.325 2.428 -0.246 0.22 0.12 -0.79
H -1.517 1.702 2.866 -0.45 -0.49 -0.05
H -0.243 1.888 1.845 0.08 0.35 -0.35
H -3.025 -0.586 -0.696 -0.13 -0.29 0.13
H -3.562 -1.683 0.627 -0.30 -0.34 -0.23
H -1.863 -1.788 -0.003 -0.59 -0.09 -0.25
```
Positions in Å, forces in eV/Å.

Strongest force on any atom, Eh/bohr: 0.0400
HOMO-LUMO gap, eV: 8.71
Relative energy (zero: lowest compared OMol25 entry of this formula, charge and spin), kcal per mole: 9.0
LUMO energy, eV: -2.63
Net charge: +1

Entry 6:
Computed, not measured: C11H17N5O6PPdS as an isolated structure, with wB97M-V/def2-TZVPD.

XYZ file:
```
42
Properties=species:S:1:pos:R:3:forces:R:3
Pd -1.402 1.528 0.691 0.76 0.30 -0.36
O -2.690 2.911 1.703 0.16 -0.28 0.15
S -3.859 2.148 1.104 -0.21 -0.13 -0.38
O -4.952 3.007 0.737 0.01 0.07 0.06
O -4.196 0.984 1.896 -0.23 0.14 0.21
O -3.158 1.618 -0.204 -0.40 -0.08 0.06
C 2.249 -0.319 4.136 -0.01 -0.01 -0.01
N 1.971 0.695 3.139 0.00 0.09 0.04
C 2.888 1.655 2.807 -0.03 -0.03 0.01
C 2.665 2.530 1.821 -0.04 0.00 -0.04
C 1.404 2.471 1.075 0.14 0.13 0.03
O 1.204 3.169 0.086 -0.09 -0.14 0.10
N 0.467 1.577 1.546 -0.14 -0.08 0.12
C 0.749 0.606 2.459 0.17 -0.03 -0.22
O 0.023 -0.355 2.678 -0.04 0.00 0.11
H 3.169 -0.053 4.653 0.00 -0.01 0.01
H 2.360 -1.302 3.676 0.00 0.00 0.00
H 1.429 -0.377 4.849 0.01 0.00 0.00
H 3.802 1.647 3.386 -0.01 -0.01 0.01
H 3.391 3.278 1.546 0.00 0.00 0.00
C 0.101 -2.811 -1.658 0.03 0.02 0.01
N 1.074 -1.725 -1.806 0.01 0.00 -0.01
C 0.875 -1.108 -3.119 -0.03 0.01 0.03
N -0.489 -0.647 -3.371 0.05 -0.02 0.01
C -1.404 -1.770 -3.165 0.00 0.02 -0.08
N -1.290 -2.410 -1.860 0.02 -0.04 0.09
C -1.742 -1.517 -0.782 0.06 -0.06 -0.04
P -0.725 0.007 -0.721 -0.13 0.15 0.18
C 0.949 -0.740 -0.719 -0.02 -0.05 -0.08
C -0.831 0.477 -2.489 -0.01 0.03 0.00
H 0.207 -3.245 -0.662 -0.02 0.00 0.00
H 0.345 -3.576 -2.400 -0.01 0.01 0.00
H 1.123 -1.855 -3.877 0.00 0.00 0.00
H 1.560 -0.264 -3.222 0.00 0.00 0.00
H -1.186 -2.523 -3.928 -0.01 0.01 -0.01
H -2.429 -1.419 -3.299 0.00 -0.01 -0.01
H -1.681 -2.034 0.177 -0.01 0.04 0.03
H -2.782 -1.221 -0.934 0.00 -0.01 0.01
H 1.126 -1.225 0.244 -0.01 0.01 0.01
H 1.693 0.050 -0.842 0.02 -0.02 -0.01
H -0.159 1.318 -2.670 0.00 0.00 -0.03
H -1.850 0.820 -2.681 0.01 0.00 -0.02
```
Positions in Å, forces in eV/Å.

Strongest force on any atom, Eh/bohr: 0.0173
HOMO-LUMO gap, eV: 8.15
LUMO energy, eV: 2.56
Net charge: -1